1.
{
  "formula": "C21H28ClF9N3O4S",
  "method": "wB97M-V/def2-TZVPD",
  "orbital_gap_ev": 9.18,
  "total_charge": 1,
  "homo_ev": -12.8520,
  "symbols": ["C", "C", "C", "Cl", "C", "C", "N", "C", "O", "N", "C", "C", "C", "C", "C", "C", "F", "F", "C", "F", "F", "S", "F", "F", "F", "F", "F", "C", "C", "C", "N", "C", "C", "C", "C", "C", "O", "O", "H", "H", "H", "H", "H", "H", "H", "H", "H", "H", "H", "H", "H", "H", "H", "H", "H", "H", "H", "H", "H", "H", "H", "H", "H", "H", "O", "H", "H"],
  "coordinates": [[4.37292, -1.68157, -0.29069], [4.46647, -0.15487, -0.14599], [3.14670, 0.58417, -0.44251], [3.06762, 2.13307, 0.47577], [1.89813, -0.22811, -0.18581], [1.62534, -0.62370, 1.11031], [2.49655, -0.35891, 2.17920], [2.07974, 0.36952, 3.08569], [1.72303, 1.10405, 3.89436], [0.50625, -1.31755, 1.38602], [-0.40478, -1.68112, 0.47273], [-1.62755, -2.45059, 0.87728], [-1.78492, -2.78870, 2.38144], [-2.98249, -2.08098, 3.05515], [-2.50502, -0.85067, 3.85922], [-3.39700, 0.37634, 3.74544], [-4.68506, -0.05720, 3.61626], [-3.37868, 1.13547, 4.84657], [-3.12453, 1.19408, 2.45692], [-4.21257, 1.87748, 2.11380], [-2.87026, 0.34323, 1.45251], [-1.69631, 2.44301, 2.55635], [-0.80443, 1.58707, 1.52068], [-1.01848, 1.63430, 3.74042], [-2.53008, 3.31448, 3.55276], [-2.29616, 3.23182, 1.32645], [-0.52457, 3.48476, 2.63983], [-0.18729, -1.30487, -0.84933], [-1.16590, -1.71557, -1.92527], [-2.54895, -1.08039, -1.85437], [-2.85443, 0.06665, -1.42973], [0.97900, -0.57954, -1.19745], [1.26695, -0.18608, -2.61677], [0.30506, 0.92086, -3.13527], [0.99763, 2.27019, -3.30512], [0.11508, 3.18101, -4.12276], [-0.70892, 2.79825, -4.90093], [0.32699, 4.51008, -3.90310], [5.35657, -2.08294, -0.51302], [4.04135, -2.11317, 0.65058], [3.71390, -1.95525, -1.11167], [4.85695, 0.11855, 0.82768], [5.19402, 0.20148, -0.87198], [3.18368, 0.90283, -1.47031], [0.36181, -1.56635, 2.35703], [-1.68254, -3.36809, 0.29647], [-2.47445, -1.84383, 0.56652], [-1.98330, -3.85538, 2.44004], [-0.88886, -2.63194, 2.98214], [-3.42620, -2.77975, 3.75471], [-3.70454, -1.85352, 2.28052], [-2.48679, -1.09842, 4.91648], [-1.50038, -0.59516, 3.53141], [-1.32356, -2.79212, -1.83745], [-0.77993, -1.55871, -2.92504], [-3.36675, -1.71061, -2.19797], [-2.01702, 0.56410, -1.11466], [1.08845, -1.07592, -3.21677], [2.29955, 0.06756, -2.78184], [-0.18078, 0.57332, -4.03955], [-0.47737, 1.05306, -2.39418], [1.05589, 2.74055, -2.32253], [1.98951, 2.19898, -3.74044], [0.35738, 4.91997, -4.77664], [3.51845, 0.09177, -4.72699], [3.59056, 0.70967, -5.46242], [4.06653, -0.65404, -4.99315]]
}

2.
{
  "formula": "C23H22MgN3O8P",
  "method": "wB97M-V/def2-TZVPD",
  "orbital_gap_ev": 8.11,
  "total_charge": 0,
  "homo_ev": -9.2417,
  "symbols": ["Mg", "N", "C", "C", "C", "O", "O", "H", "H", "H", "H", "H", "H", "O", "C", "O", "C", "C", "C", "C", "C", "C", "N", "O", "O", "N", "O", "O", "H", "H", "H", "C", "P", "C", "C", "C", "C", "C", "C", "C", "C", "C", "C", "C", "C", "H", "H", "H", "H", "H", "H", "H", "H", "H", "H", "H", "H", "H"],
  "coordinates": [[0.55069, -0.34476, -1.82520], [0.07541, -2.38564, -2.41069], [1.25483, -3.15520, -2.94300], [2.15625, -2.25628, -3.79352], [2.88209, -1.24718, -2.89864], [3.95273, -1.54273, -2.41599], [2.20155, -0.14046, -2.66244], [-0.40179, -2.93596, -1.70381], [-0.60098, -2.25065, -3.15899], [0.92113, -4.02326, -3.50747], [1.82051, -3.51576, -2.08375], [1.54970, -1.73942, -4.54120], [2.89610, -2.87283, -4.29942], [-1.76028, 2.65391, -2.09525], [-1.79952, 1.48235, -1.79324], [-1.04655, 0.52918, -2.25893], [-2.80125, 1.04662, -0.74819], [-2.79331, -0.22876, -0.20562], [-3.68092, -0.53314, 0.80421], [-4.60083, 0.36335, 1.29753], [-4.58512, 1.61468, 0.72113], [-3.71239, 1.98317, -0.27856], [-5.56047, 2.62161, 1.22902], [-5.51730, 3.72870, 0.74519], [-6.34850, 2.25616, 2.07250], [-3.63749, -1.89422, 1.40533], [-4.43005, -2.13898, 2.28467], [-2.90886, -2.71205, 0.88123], [-2.10391, -0.98186, -0.56245], [-5.29125, 0.10861, 2.08603], [-3.71421, 2.98456, -0.68426], [-0.04277, -1.07373, 2.25229], [0.77205, -0.39703, 0.77791], [0.53230, 1.40795, 0.87943], [-0.47200, 1.95224, 1.67793], [-0.78623, 3.30277, 1.58896], [-0.10886, 4.11810, 0.69475], [0.88761, 3.58363, -0.11105], [1.20466, 2.23668, -0.02553], [2.54543, -0.71215, 1.10442], [3.48099, 0.26523, 1.42306], [4.81857, -0.07471, 1.58977], [5.22895, -1.39089, 1.44130], [4.29921, -2.37473, 1.13022], [2.96810, -2.03357, 0.95664], [-1.12492, -1.12123, 2.14019], [0.22101, -0.46069, 3.11313], [0.32994, -2.08516, 2.40230], [-1.02481, 1.32800, 2.36842], [-1.57131, 3.71142, 2.21290], [-0.36878, 5.16578, 0.61341], [1.40698, 4.20988, -0.82426], [1.97798, 1.83585, -0.67941], [3.17539, 1.29574, 1.54203], [5.54158, 0.69512, 1.82841], [6.27408, -1.64903, 1.55550], [4.61467, -3.40169, 1.00077], [2.25418, -2.80759, 0.69031]]
}

3.
{
  "formula": "C17H17BN8O6Ru",
  "method": "wB97M-V/def2-TZVPD",
  "orbital_gap_ev": [4.88, 2.11],
  "e_above_lowest_ev": 0.000,
  "total_charge": 2,
  "homo_ev": [-14.7446, -14.6317],
  "spin_multiplicity": 5,
  "symbols": ["H", "N", "B", "N", "C", "Ru", "H", "C", "H", "C", "H", "C", "H", "H", "H", "N", "N", "N", "N", "C", "C", "H", "H", "C", "C", "C", "C", "H", "H", "H", "H", "H", "O", "C", "O", "C", "C", "C", "C", "C", "C", "N", "O", "O", "N", "O", "O", "H", "H", "H"],
  "coordinates": [[0.88981, 3.08777, -0.31099], [0.47107, 1.61038, -1.78830], [0.12652, 0.26229, -3.90299], [0.49099, 1.58431, -3.17339], [0.84317, 2.81466, -3.63186], [0.03176, -0.06357, -0.65802], [0.90033, 2.97405, -4.67370], [1.05542, 3.63215, -2.49827], [1.33914, 4.65408, -2.53372], [0.81956, 2.84044, -1.37918], [0.20344, 0.38510, -5.07898], [-0.80538, -1.63263, 0.55327], [-0.80206, -1.57762, 1.63651], [-0.01914, -2.33901, 0.30687], [-1.75953, -1.97094, 0.16231], [-1.29382, -0.15088, -3.45707], [1.10991, -0.83583, -3.39319], [-1.51180, -0.32992, -2.09698], [1.16545, -1.10277, -2.02543], [-2.45046, -0.35659, -4.14001], [1.95677, -1.66198, -4.03003], [-2.46666, -0.25032, -5.22938], [2.04023, -1.60908, -5.12137], [-3.44178, -0.67475, -3.20741], [2.59110, -2.45472, -3.09554], [-2.82185, -0.65743, -1.94725], [2.09140, -2.08266, -1.83079], [-4.47746, -0.88209, -3.44141], [3.32463, -3.20932, -3.28823], [-3.25555, -0.87496, -0.97835], [2.33178, -2.44761, -0.84373], [-1.18188, -0.40631, 0.52207], [2.96585, -0.30757, 1.88304], [1.82028, 0.11611, 1.75682], [1.31074, 0.57849, 0.60175], [0.94039, 0.20152, 2.97497], [-0.28126, 0.88880, 2.99328], [-1.07445, 0.91036, 4.16837], [-0.67522, 0.24237, 5.33426], [0.54729, -0.44704, 5.30634], [1.35650, -0.46829, 4.13669], [0.99534, -1.14345, 6.48660], [0.27523, -1.12103, 7.51480], [2.07802, -1.75051, 6.45307], [-2.34453, 1.59759, 4.15400], [-2.72785, 2.14478, 3.09657], [-3.03300, 1.60559, 5.19267], [-0.65399, 1.40627, 2.11556], [-1.30094, 0.25405, 6.23740], [2.30645, -0.98231, 4.16835]]
}

4.
{
  "formula": "C4H8N2",
  "method": "wB97M-V/def2-TZVPD",
  "orbital_gap_ev": [7.52, 7.73],
  "e_above_lowest_ev": 6.388,
  "total_charge": 0,
  "homo_ev": [-6.8051, -7.0359],
  "symbols": ["C", "N", "C", "C", "C", "N", "H", "H", "H", "H", "H", "H", "H", "H"],
  "coordinates": [[1.54114, 0.25631, 0.02684], [1.57815, -1.12751, 0.34694], [0.45247, -1.07867, -0.56454], [-0.13440, 0.27597, -0.42301], [-2.03871, 0.12887, 0.17158], [-0.87505, 0.52264, 0.81172], [2.21446, 0.54517, -0.77866], [1.54056, 0.95796, 0.87709], [1.25502, -1.28108, 1.30151], [0.66162, -1.43209, -1.58722], [-0.33933, 0.94458, -1.24870], [-2.17857, -0.94122, 0.03763], [-2.84854, 0.83196, -0.00188], [-0.86225, 1.51117, 1.03094]]
}